Molecular formula: C24H18N4O3PS2V
Method: DFT, the ωB97M-V functional and the def2-TZVPD basis

```
53
Properties=species:S:1:pos:R:3:forces:R:3:mulliken_charge:R:1
V -0.9471 -0.9336 -1.3500 -0.075 -0.128 -0.266 0.261
S 0.7516 -1.5808 -2.6161 0.233 0.071 0.043 -0.279
S -2.2302 -0.2949 -3.1238 0.160 0.263 0.312 -0.270
P -0.0483 -1.0802 0.9869 0.039 0.012 -0.177 0.867
O -1.5254 -2.4977 -0.6724 -0.141 0.358 -0.072 -0.347
O -1.5819 -4.4693 0.3585 0.097 -0.028 0.146 -0.515
O 2.4776 4.5402 -2.8343 0.147 -0.059 0.081 -0.578
N -0.3629 1.1869 -1.1475 -0.187 -0.404 -0.037 0.845
N -3.6379 -3.2918 -4.7071 0.011 0.020 -0.015 -0.341
N 1.5723 3.1536 -4.3833 0.111 -0.066 -0.011 -0.328
N 0.0713 -4.7881 -4.2885 0.008 0.001 0.039 -0.345
C -1.7621 -1.8756 -3.6508 0.308 -0.035 0.099 0.744
C -0.9327 -0.9767 3.6171 -0.046 0.001 0.025 -0.406
C -3.5468 -0.3249 2.9154 -0.041 0.015 -0.059 -0.769
C -1.2722 -0.7898 2.2753 0.083 0.017 -0.008 0.692
C -2.5826 -0.4697 1.9288 -0.002 -0.031 0.033 -0.436
C -0.6921 1.9452 -0.0959 0.020 0.146 0.048 -0.146
C 1.5016 -0.2764 1.4081 -0.052 -0.022 -0.033 1.075
C -0.2895 3.2623 0.0306 -0.037 -0.033 0.022 -0.965
C 3.8924 1.0605 1.8473 -0.018 0.002 0.008 -0.548
C -2.7899 -2.6717 -4.2428 -0.134 -0.212 -0.077 -0.296
C 1.5753 0.7096 2.3882 -0.009 0.032 0.007 -0.428
C -0.4957 -2.4094 -3.4842 -0.272 0.265 0.100 0.843
C -3.2035 -0.4997 4.2465 0.043 -0.012 0.017 -0.566
C -1.8983 -0.8273 4.5973 -0.022 0.002 0.008 -0.849
C -0.2020 -3.7332 -3.9252 -0.008 -0.224 -0.156 -0.231
C 0.1604 -2.8929 0.9715 -0.055 -0.068 0.017 -0.280
C 3.8189 0.0819 0.8636 0.011 -0.018 -0.011 -0.830
C 1.7144 3.6507 -3.1284 -0.389 0.189 -0.094 0.297
C 0.4971 3.8181 -0.9602 0.039 -0.009 -0.066 -0.363
C 0.8188 3.0481 -2.0720 0.084 -0.117 0.071 0.016
C 2.7739 1.3728 2.6059 0.025 0.020 0.014 -0.837
C 0.3680 1.7426 -2.1270 0.051 0.121 0.011 -0.651
C -1.0623 -3.4129 0.2279 0.006 -0.167 -0.002 0.294
C 2.6262 -0.5834 0.6386 0.006 0.037 0.029 -0.772
H 1.0489 -3.1625 0.3948 -0.001 0.028 -0.023 0.495
H 4.8254 1.5786 2.0228 0.002 0.003 -0.002 0.422
H 2.1041 3.6051 -5.1107 0.002 0.002 -0.003 0.243
H 0.7065 0.9543 2.9875 0.050 0.027 -0.047 0.472
H -1.2910 1.4816 0.6770 -0.017 -0.009 -0.001 0.310
H 4.6912 -0.1626 0.2728 0.002 0.003 0.002 0.463
H -2.8697 -0.3579 0.8877 -0.009 0.015 -0.001 0.229
H 0.8760 4.8301 -0.8994 -0.007 0.000 0.015 0.515
H 0.6125 1.1008 -2.9604 0.016 0.017 -0.014 0.461
H -1.6350 -0.9723 5.6362 -0.006 0.001 0.004 0.440
H 0.0825 -1.2341 3.8963 -0.023 -0.026 -0.004 0.540
H 0.2373 -3.3440 1.9590 -0.026 0.015 0.006 0.552
H 2.8330 2.1318 3.3744 0.009 0.003 -0.003 0.439
H -3.9563 -0.3885 5.0151 0.002 -0.002 0.005 0.418
H 0.7504 2.6467 -4.6594 -0.003 -0.008 0.008 0.198
H 2.5757 -1.3422 -0.1349 0.008 -0.006 0.002 0.267
H -0.5831 3.8277 0.9035 0.003 -0.002 -0.001 0.521
H -4.5648 -0.0851 2.6397 0.001 0.000 0.014 0.455
```
Forces are in eV/Å.

Summary:
- LUMO (alpha / beta): -5.5 / -4.4 eV
- 2S+1: 2
- HOMO-LUMO gap (alpha / beta): 7.13 / 8.26 eV
- Net charge: +1



Molecular formula: H24KO16S
Method: DFT, the ωB97M-V functional and the def2-TZVPD basis

```
42
Properties=species:S:1:pos:R:3:forces:R:3:mulliken_charge:R:1
K 2.2590 -3.3557 -0.1048 -0.490 0.335 -0.057 1.009
S 0.1300 -0.2805 -0.2361 -1.646 -3.725 1.330 -0.047
O -0.5438 2.9406 1.7564 -0.083 0.883 0.537 -0.696
O -1.2823 -0.0703 3.9716 -0.341 -0.166 0.123 -0.640
O -1.1704 0.3009 -3.6117 -0.528 0.813 -0.933 -0.574
O 1.2969 -0.7899 0.4504 1.766 -1.209 0.740 -1.149
O 1.9660 1.1660 -2.8646 0.228 0.422 -0.416 -0.593
O 0.2619 -0.5619 -1.6472 0.221 0.303 -1.333 -0.291
O 0.0233 1.1152 0.0276 0.160 2.793 -0.047 -0.698
O -1.3906 -3.2450 2.1335 0.346 -0.444 0.046 -0.662
O 1.9893 0.3170 2.8955 0.011 0.182 0.574 -0.590
O -3.5359 -0.2774 0.7314 -0.912 0.250 0.139 -0.654
O 1.5870 -2.4343 -2.9607 0.541 -1.233 0.236 -0.691
O -2.1119 2.3412 -0.6388 -0.954 0.743 -0.708 -0.501
O -2.0622 -2.5977 -1.5662 -0.311 -0.445 -0.690 -0.648
O 3.5573 0.3472 -0.0710 1.082 0.412 -0.591 -0.610
O 1.5316 3.1064 -0.3601 1.253 0.984 -0.423 -0.512
O -1.0459 -0.9691 0.3036 0.244 0.075 -0.002 -0.025
H -1.6325 -0.5094 -3.8263 -0.329 -0.410 -0.063 0.350
H -1.5785 -1.9868 -1.0102 -0.047 0.310 0.401 0.302
H -2.6131 -0.4874 0.5880 0.471 -0.170 -0.192 0.334
H -1.2003 0.8762 4.0884 0.174 0.244 0.095 0.311
H -3.5221 0.5595 1.1959 -0.183 0.082 0.203 0.273
H 2.9261 0.1215 2.9167 0.206 0.124 0.083 0.263
H -1.3279 1.8583 -0.3775 0.688 -0.487 -0.043 0.387
H 1.1477 2.2298 -0.3375 -0.444 -0.932 -0.051 0.476
H 1.4427 0.6885 -2.2208 -0.403 -0.434 0.113 0.230
H 1.0713 -1.6858 -2.6606 -0.408 0.495 0.206 0.349
H -1.4700 2.7285 1.8722 -0.150 0.075 0.254 0.247
H 2.6618 0.0381 0.0659 -0.597 -0.295 0.261 0.502
H 0.8108 3.6902 -0.1236 -0.537 0.530 0.171 0.337
H 1.6906 -0.0305 2.0551 -0.170 -0.201 -0.347 0.476
H -0.2070 2.2448 1.1919 0.198 -0.526 0.248 0.749
H 2.4967 -2.1684 -2.8265 0.280 0.345 -0.416 0.315
H -1.9084 -2.9255 2.8724 -0.141 0.070 0.234 0.303
H -2.5378 2.5721 0.1868 -0.421 0.157 0.055 0.334
H 2.7463 1.4409 -2.3832 0.459 0.220 0.204 0.411
H -0.6490 0.0825 -2.8392 0.371 -0.234 0.611 0.379
H 4.1002 -0.2595 0.4323 0.256 0.073 0.138 0.270
H -0.9843 -0.2282 3.0758 0.210 -0.124 -0.262 0.299
H -1.4920 -3.3636 -1.6338 0.002 -0.249 -0.119 0.305
H -1.4307 -2.5384 1.4890 -0.073 0.365 -0.310 0.372
```
Forces are in eV/Å.

Summary:
- LUMO (alpha / beta): -1.5 / -7.0 eV
- 2S+1: 2
- HOMO-LUMO gap (alpha / beta): 9.34 / 3.34 eV



Molecular formula: C4H10S
Method: DFT, the ωB97M-V functional and the def2-TZVPD basis

```
15
Properties=species:S:1:pos:R:3:forces:R:3:mulliken_charge:R:1
S -0.3681 -1.8001 -1.1090 -0.186 -0.295 -0.134 -0.217
C 1.3841 1.9228 -1.6602 0.395 0.595 -0.202 -0.424
C -0.0959 -1.6962 0.6919 -0.187 -0.296 -0.476 -0.442
C 0.7259 2.1116 -0.5334 -0.315 -0.293 0.266 -0.451
C -1.2820 -1.1721 1.4840 0.737 0.226 -0.219 -0.995
H 0.8558 1.4757 0.3350 -0.104 -0.134 -0.082 0.206
H -2.1698 -1.7378 1.2242 -0.191 0.057 0.119 0.317
H -0.0205 2.8922 -0.4545 0.197 0.183 0.127 0.212
H 0.8125 -1.1276 0.8063 0.196 0.308 0.447 0.315
H -1.0516 -1.2533 2.5429 -0.192 -0.106 0.202 0.313
H 0.1227 -2.7246 0.9857 0.044 0.024 -0.080 0.325
H -0.9063 -0.5919 -1.3266 0.096 0.077 0.198 0.093
H -1.4132 -0.1124 1.2704 -0.290 0.022 -0.074 0.290
H 2.0923 1.1224 -1.8317 -0.015 -0.013 0.151 0.240
H 1.3141 2.6912 -2.4249 -0.186 -0.354 -0.244 0.220
```
Forces are in eV/Å.

Summary:
- LUMO: 1.0 eV
- HOMO-LUMO gap: 9.97 eV
- SMILES string: C=C.CCS